DFT (ωB97M-V with the def2-TZVPD basis set) results for 2 unconnected molecules or ions with the total composition C34H51F2N4O4PS.

Computed properties:
- net charge = 0
- gap between HOMO and LUMO (eV) = 4.4021
- electronic energy (Eh) = -2784.75940
- F_max (eV Å⁻¹) = 6.3
- HOMO energy (eV) = -6.26

The geometry in XYZ format:
```
97
C34H51F2N4O4PS ωB97M-V with the def2-TZVPD basis set
C 0.69 -3.21 -0.13
C 1.08 -1.97 0.05
C 1.19 -0.34 -0.02
C 2.58 -0.15 -0.80
C 3.03 -1.41 -1.71
C 4.23 -0.83 -2.69
C 4.31 -1.85 -3.96
N 4.30 -3.24 -3.40
C 3.29 -4.28 -3.41
C 3.75 -5.59 -2.62
C 5.19 -5.20 -2.11
C 5.47 -3.75 -2.63
N 1.04 0.01 1.42
C 1.72 1.19 2.00
C 1.71 2.54 1.12
C 3.25 0.91 2.52
C 3.59 1.67 3.92
C -0.39 -0.23 1.70
N -0.78 -0.87 2.81
C 0.21 -1.34 3.86
C 0.68 -2.87 3.65
C 1.98 -3.17 4.61
F 2.00 -2.22 5.74
P -2.49 -1.20 3.10
O -3.42 0.15 3.57
O -2.56 -2.30 4.44
S -3.17 -2.17 1.57
N -1.13 0.32 0.55
C -1.87 1.61 0.74
C -3.14 1.82 -0.21
C -3.15 3.13 -1.13
C -4.34 3.44 -2.11
C -5.57 2.47 -2.23
C -6.77 2.75 -3.26
C -5.62 1.19 -1.30
C -4.40 0.89 -0.31
C -0.20 0.22 -0.65
C -0.13 1.52 -1.65
C -1.08 -0.81 -1.59
C -0.41 -1.11 -3.02
C -1.40 -0.50 -4.18
F -0.39 -2.57 -3.28
H 0.20 -4.26 -0.12
H 2.54 0.76 -1.52
H 3.49 0.08 -0.11
H 3.55 -2.26 -1.11
H 2.23 -1.79 -2.43
H 4.00 0.25 -3.03
H 5.21 -0.92 -2.09
H 3.31 -1.74 -4.54
H 5.22 -1.65 -4.64
H 2.26 -4.23 -3.92
H 3.18 -6.56 -2.42
H 5.94 -5.77 -1.46
H 6.36 -3.05 -2.48
H 1.14 1.46 2.98
H 1.92 2.40 0.00
H 0.75 3.17 1.32
H 2.58 3.20 1.53
H 3.43 -0.22 2.69
H 4.01 1.22 1.69
H 2.62 1.71 4.53
H 4.09 2.69 3.77
H 4.31 0.98 4.52
H -0.24 -1.27 4.93
H 1.17 -0.70 3.89
H 0.99 -3.11 2.57
H -0.16 -3.59 4.00
H 2.97 -3.10 4.04
H 1.88 -4.21 5.11
H -3.12 0.35 4.51
H -2.55 -3.23 4.07
H -1.22 2.56 0.66
H -2.27 1.60 1.83
H -2.23 3.82 -1.04
H -4.26 4.39 -2.75
H -7.75 2.40 -2.79
H -6.78 3.83 -3.65
H -6.58 2.06 -4.18
H -6.51 0.44 -1.34
H -4.49 -0.05 0.34
H 0.70 1.40 -2.46
H -1.11 1.66 -2.25
H 0.04 2.51 -1.09
H -2.06 -0.22 -1.81
H -1.42 -1.75 -1.01
H 0.61 -0.62 -3.21
H -2.51 -0.55 -3.89
H -1.10 0.63 -4.25
H -1.21 -0.95 -5.22
C -3.80 5.10 2.41
C -3.62 5.73 1.04
O -4.55 6.49 0.67
O -2.56 5.42 0.44
H -4.73 5.41 2.88
H -3.81 4.01 2.32
H -2.97 5.39 3.07
```

=====

DFT (ωB97M-V with the def2-TZVPD basis set) results for a molecular structure, C34H52AsBrN5O2PS2Si2W.

Computed properties:
- 2S+1 = 3
- net charge = +2
- expectation value of S² = 2.1057
- gap between HOMO and LUMO (spin up / spin down) (eV) = 6.0136 / 5.9079
- electronic energy (Eh) = -8344.21123
- F_max (eV Å⁻¹) = 2.2
- HOMO energy (spin up / spin down) (eV) = -12.46 / -12.83

The geometry in XYZ format:
```
101
C34H52AsBrN5O2PS2Si2W ωB97M-V with the def2-TZVPD basis set
W 0.45 -0.17 0.47
C -3.55 -3.74 1.25
S -2.22 -4.10 0.10
C -1.05 -2.86 0.43
S -1.43 -1.42 1.36
N 0.12 -3.08 -0.09
N 1.00 -2.04 0.09
C 2.26 -2.33 -0.10
C 3.15 -1.22 -0.17
C 4.51 -1.34 -0.46
C 5.27 -0.21 -0.63
C 4.66 1.04 -0.49
C 3.33 1.09 -0.17
N 2.57 -0.01 -0.01
H -4.38 -4.38 0.94
H -3.86 -2.70 1.20
H -3.26 -4.00 2.27
H 2.56 -3.36 -0.23
H 4.93 -2.33 -0.56
H 6.32 -0.28 -0.87
H 5.22 1.95 -0.61
H 2.82 2.04 -0.02
C 0.68 3.12 1.33
O -0.18 2.22 0.63
C -1.26 2.84 0.01
C -1.43 4.21 -0.05
C -2.49 4.71 -0.81
Br -2.70 6.57 -0.93
C -3.35 3.88 -1.50
C -3.18 2.50 -1.39
C -2.14 2.00 -0.63
O -1.85 0.67 -0.55
C -3.99 1.55 -2.18
N -4.19 1.64 -3.45
C -4.88 0.47 -3.80
C -5.35 0.06 -5.05
C -6.00 -1.16 -5.11
C -6.18 -1.96 -3.97
C -5.72 -1.56 -2.73
C -5.06 -0.34 -2.68
N -4.43 0.35 -1.64
H 0.13 3.61 2.12
H 1.09 3.86 0.64
H 1.48 2.53 1.74
H -0.79 4.90 0.46
H -4.14 4.27 -2.11
H -2.57 0.16 -0.97
H -5.21 0.68 -5.92
H -6.38 -1.51 -6.06
H -6.70 -2.91 -4.06
H -5.87 -2.17 -1.84
H -4.71 0.25 -0.67
C 2.61 3.17 3.86
Si 2.31 1.43 4.39
C 3.94 0.64 4.74
C 1.06 1.40 5.74
As 1.23 0.00 2.76
Si 1.72 -2.14 3.79
C 0.53 -3.44 3.24
C 3.46 -2.54 3.23
C 1.64 -2.09 5.64
H 3.14 3.66 4.69
H 1.68 3.73 3.71
H 3.24 3.26 2.98
H 4.47 1.24 5.50
H 4.55 0.62 3.84
H 3.86 -0.38 5.12
H 1.49 1.82 6.66
H 0.70 0.40 5.97
H 0.20 2.02 5.45
H 0.66 -3.75 2.20
H -0.51 -3.12 3.38
H 0.70 -4.31 3.88
H 3.78 -1.98 2.35
H 3.54 -3.61 3.01
H 4.18 -2.32 4.03
H 0.62 -1.94 6.00
H 2.29 -1.36 6.11
H 1.97 -3.09 5.97
C 0.62 2.46 -3.96
C 0.83 2.01 -2.51
P 0.54 0.23 -2.16
C -0.94 -0.17 -3.17
C -1.73 -1.43 -2.79
C 1.91 -0.54 -3.12
C 1.81 -2.04 -3.40
H 0.87 3.52 -4.04
H -0.42 2.34 -4.27
H 1.26 1.93 -4.67
H 0.18 2.59 -1.86
H 1.86 2.22 -2.20
H -0.58 -0.25 -4.19
H -1.59 0.70 -3.13
H -1.20 -2.35 -3.05
H -2.69 -1.44 -3.32
H -1.95 -1.50 -1.72
H 2.85 -0.28 -2.64
H 1.89 -0.01 -4.07
H 1.87 -2.65 -2.50
H 2.62 -2.34 -4.06
H 0.88 -2.29 -3.90
```

=====

DFT (ωB97M-V with the def2-TZVPD basis set) results for 7 unconnected molecules or ions with the total composition C34H52BN2O16S.

Computed properties:
- net charge = +1
- gap between HOMO and LUMO (eV) = 6.5280
- electronic energy (Eh) = -3062.69035
- F_max (eV Å⁻¹) = 9.5
- HOMO energy (eV) = -11.32

The geometry in XYZ format:
```
106
C34H52BN2O16S ωB97M-V with the def2-TZVPD basis set
C 5.93 -0.76 -1.24
C 6.11 0.83 -0.91
C 4.81 1.77 -1.24
O 4.23 1.58 -2.58
C 2.73 1.61 -2.53
C 2.29 0.00 -2.55
C 1.85 -0.81 -1.18
C 1.83 0.07 0.22
O 2.70 -0.10 1.23
O 0.79 1.14 0.30
B -0.48 0.49 0.67
N -1.88 1.05 0.45
O -0.35 -0.85 1.36
C 1.48 -2.40 -1.32
C 1.57 -3.07 -2.85
N 1.94 -2.29 -4.10
C 2.29 -0.81 -3.99
S 2.77 0.21 -5.53
H 6.51 -1.11 -2.22
H 6.45 -1.36 -0.35
H 4.82 -1.14 -1.26
H 6.32 0.91 0.26
H 7.04 1.25 -1.53
H 4.06 1.65 -0.35
H 5.19 2.90 -1.20
H 2.32 2.16 -1.58
H 2.27 2.17 -3.47
H -1.85 1.98 -0.05
H -2.28 1.22 1.42
H -0.34 -0.58 2.34
H 1.19 -3.05 -0.37
H 1.34 -4.22 -2.94
H 1.97 -2.76 -5.06
H 1.52 0.76 -5.96
O -0.97 3.84 0.89
C -1.76 4.62 0.39
O -3.06 4.31 0.10
C -3.66 5.41 -0.58
C -2.82 6.61 -0.22
C -1.44 6.01 -0.06
H -3.64 5.21 -1.66
H -4.69 5.53 -0.26
H -2.86 7.41 -0.97
H -3.15 7.02 0.74
H -0.90 5.97 -1.00
H -0.86 6.54 0.70
O -8.40 1.24 2.13
C -7.32 0.97 1.63
O -6.50 1.88 1.03
C -5.38 1.20 0.46
C -5.28 -0.09 1.22
C -6.72 -0.40 1.55
H -5.57 1.05 -0.60
H -4.48 1.82 0.58
H -4.78 -0.88 0.66
H -4.71 0.06 2.15
H -7.21 -0.96 0.75
H -6.81 -0.93 2.50
O -2.99 -1.58 3.64
C -2.06 -1.93 4.34
O -1.13 -1.08 4.87
C -0.13 -1.84 5.54
C -0.77 -3.16 5.86
C -1.73 -3.35 4.71
H 0.73 -1.95 4.87
H 0.19 -1.32 6.44
H -0.05 -3.98 5.96
H -1.34 -3.09 6.79
H -1.25 -3.83 3.85
H -2.63 -3.89 5.01
O -0.72 -0.01 -6.09
C -0.91 -1.20 -6.31
O 0.00 -2.18 -6.07
C -0.52 -3.43 -6.54
C -2.01 -3.24 -6.60
C -2.15 -1.77 -6.93
H -0.09 -3.63 -7.53
H -0.23 -4.23 -5.86
H -2.50 -3.90 -7.32
H -2.45 -3.44 -5.61
H -2.13 -1.60 -8.01
H -3.05 -1.35 -6.48
O 8.76 1.81 -0.03
C 9.82 1.65 -0.61
O 11.04 1.68 0.01
C 12.06 1.57 -0.98
C 11.40 0.93 -2.17
C 9.99 1.45 -2.08
H 12.44 2.57 -1.20
H 12.88 0.96 -0.59
H 11.90 1.16 -3.11
H 11.40 -0.16 -2.05
H 9.88 2.41 -2.59
H 9.27 0.72 -2.47
O -5.58 -4.18 7.00
C -6.37 -3.40 6.49
O -7.67 -3.70 6.20
C -8.27 -2.60 5.52
C -7.43 -1.40 5.88
C -6.05 -2.00 6.05
H -8.25 -2.81 4.44
H -9.31 -2.48 5.84
H -7.47 -0.61 5.13
H -7.77 -0.99 6.84
H -5.51 -2.04 5.10
H -5.47 -1.47 6.80
```

=====

DFT (ωB97M-V with the def2-TZVPD basis set) results for 15 unconnected molecules or ions with the total composition C34H52N14O5.

Computed properties:
- net charge = 0
- gap between HOMO and LUMO (eV) = 10.7825
- electronic energy (Eh) = -2469.43160
- F_max (eV Å⁻¹) = 2.2
- HOMO energy (eV) = -10.74

The geometry in XYZ format:
```
105
C34H52N14O5 ωB97M-V with the def2-TZVPD basis set
C 2.34 -3.55 4.21
C 2.53 -2.08 4.16
O 3.40 -1.49 4.77
O 1.64 -1.43 3.34
C 1.01 -0.27 3.93
C -0.50 -0.47 3.81
C -1.06 -1.10 5.06
O -2.44 -1.48 4.93
C -2.66 -2.58 4.17
O -2.93 -3.68 4.63
O -2.60 -2.37 2.84
H 2.74 -3.95 5.12
H 1.28 -3.78 4.14
H 2.82 -4.02 3.36
H 1.28 0.57 3.31
H 1.31 -0.12 4.95
H -0.65 -1.11 2.96
H -0.99 0.48 3.68
H -1.05 -0.36 5.85
H -0.44 -1.93 5.41
H -2.73 -1.42 2.67
C -4.09 -0.78 -0.64
C -3.17 -0.16 0.29
N -2.46 0.32 1.04
H -3.66 -0.77 -1.64
H -4.28 -1.81 -0.34
H -5.03 -0.23 -0.66
C -6.20 -3.08 -3.89
C -6.49 -2.06 -2.91
N -6.73 -1.26 -2.14
H -6.89 -2.99 -4.73
H -5.18 -2.98 -4.26
H -6.32 -4.07 -3.44
C -0.74 2.54 -0.10
C -1.67 2.21 -1.17
N -2.40 1.95 -2.02
H -1.06 3.46 0.39
H -0.75 1.74 0.63
H 0.26 2.66 -0.49
C 6.20 -5.15 4.56
C 5.37 -5.21 3.36
N 4.71 -5.25 2.42
H 5.94 -4.27 5.15
H 6.05 -6.04 5.15
H 7.25 -5.08 4.27
C 3.49 -1.09 0.57
C 2.77 0.14 0.30
N 2.17 1.10 0.10
H 3.13 -1.88 -0.08
H 4.56 -0.95 0.39
H 3.34 -1.39 1.61
C 10.23 -3.11 5.42
C 8.93 -3.14 6.07
N 7.91 -3.15 6.59
H 10.51 -2.08 5.20
H 10.98 -3.56 6.07
H 10.19 -3.68 4.49
C -2.68 -0.01 -5.13
C -3.66 -0.72 -5.94
N -4.44 -1.28 -6.59
H -3.16 0.41 -4.25
H -1.89 -0.70 -4.81
H -2.24 0.79 -5.71
C 1.00 -1.90 -1.63
C 0.09 -2.06 -2.76
N -0.65 -2.11 -3.65
H 0.74 -0.98 -1.10
H 0.90 -2.74 -0.94
H 2.02 -1.83 -1.99
C -2.07 4.31 -6.04
C -1.08 3.29 -5.75
N -0.29 2.49 -5.49
H -2.05 5.06 -5.26
H -1.84 4.78 -7.00
H -3.07 3.87 -6.09
C -10.42 -1.58 -1.56
C -10.06 -2.21 -2.82
N -9.77 -2.70 -3.82
H -11.00 -2.27 -0.96
H -9.51 -1.31 -1.02
H -11.00 -0.68 -1.74
C -1.45 6.33 -1.79
C -2.34 6.60 -2.90
N -3.04 6.76 -3.80
H -1.51 7.13 -1.05
H -1.73 5.38 -1.32
H -0.43 6.25 -2.15
C -1.45 7.86 -9.22
C -1.29 6.43 -9.47
N -1.17 5.31 -9.66
H -2.50 8.13 -9.32
H -1.11 8.11 -8.22
H -0.87 8.43 -9.94
C 1.97 5.03 -4.90
C 1.99 5.74 -3.62
N 2.00 6.30 -2.62
H 1.33 5.56 -5.60
H 2.97 4.96 -5.30
H 1.57 4.02 -4.75
C 7.07 -2.90 10.13
C 7.99 -2.51 11.20
N 8.71 -2.20 12.03
H 7.53 -2.74 9.16
H 6.81 -3.96 10.23
H 6.16 -2.31 10.20
```

=====

Repeat the first record exactly.
DFT (ωB97M-V with the def2-TZVPD basis set) results for 2 unconnected molecules or ions with the total composition C34H51F2N4O4PS.

Computed properties:
- net charge = 0
- gap between HOMO and LUMO (eV) = 4.4021
- electronic energy (Eh) = -2784.75940
- F_max (eV Å⁻¹) = 6.3
- HOMO energy (eV) = -6.26

The geometry in XYZ format:
```
97
C34H51F2N4O4PS ωB97M-V with the def2-TZVPD basis set
C 0.69 -3.21 -0.13
C 1.08 -1.97 0.05
C 1.19 -0.34 -0.02
C 2.58 -0.15 -0.80
C 3.03 -1.41 -1.71
C 4.23 -0.83 -2.69
C 4.31 -1.85 -3.96
N 4.30 -3.24 -3.40
C 3.29 -4.28 -3.41
C 3.75 -5.59 -2.62
C 5.19 -5.20 -2.11
C 5.47 -3.75 -2.63
N 1.04 0.01 1.42
C 1.72 1.19 2.00
C 1.71 2.54 1.12
C 3.25 0.91 2.52
C 3.59 1.67 3.92
C -0.39 -0.23 1.70
N -0.78 -0.87 2.81
C 0.21 -1.34 3.86
C 0.68 -2.87 3.65
C 1.98 -3.17 4.61
F 2.00 -2.22 5.74
P -2.49 -1.20 3.10
O -3.42 0.15 3.57
O -2.56 -2.30 4.44
S -3.17 -2.17 1.57
N -1.13 0.32 0.55
C -1.87 1.61 0.74
C -3.14 1.82 -0.21
C -3.15 3.13 -1.13
C -4.34 3.44 -2.11
C -5.57 2.47 -2.23
C -6.77 2.75 -3.26
C -5.62 1.19 -1.30
C -4.40 0.89 -0.31
C -0.20 0.22 -0.65
C -0.13 1.52 -1.65
C -1.08 -0.81 -1.59
C -0.41 -1.11 -3.02
C -1.40 -0.50 -4.18
F -0.39 -2.57 -3.28
H 0.20 -4.26 -0.12
H 2.54 0.76 -1.52
H 3.49 0.08 -0.11
H 3.55 -2.26 -1.11
H 2.23 -1.79 -2.43
H 4.00 0.25 -3.03
H 5.21 -0.92 -2.09
H 3.31 -1.74 -4.54
H 5.22 -1.65 -4.64
H 2.26 -4.23 -3.92
H 3.18 -6.56 -2.42
H 5.94 -5.77 -1.46
H 6.36 -3.05 -2.48
H 1.14 1.46 2.98
H 1.92 2.40 0.00
H 0.75 3.17 1.32
H 2.58 3.20 1.53
H 3.43 -0.22 2.69
H 4.01 1.22 1.69
H 2.62 1.71 4.53
H 4.09 2.69 3.77
H 4.31 0.98 4.52
H -0.24 -1.27 4.93
H 1.17 -0.70 3.89
H 0.99 -3.11 2.57
H -0.16 -3.59 4.00
H 2.97 -3.10 4.04
H 1.88 -4.21 5.11
H -3.12 0.35 4.51
H -2.55 -3.23 4.07
H -1.22 2.56 0.66
H -2.27 1.60 1.83
H -2.23 3.82 -1.04
H -4.26 4.39 -2.75
H -7.75 2.40 -2.79
H -6.78 3.83 -3.65
H -6.58 2.06 -4.18
H -6.51 0.44 -1.34
H -4.49 -0.05 0.34
H 0.70 1.40 -2.46
H -1.11 1.66 -2.25
H 0.04 2.51 -1.09
H -2.06 -0.22 -1.81
H -1.42 -1.75 -1.01
H 0.61 -0.62 -3.21
H -2.51 -0.55 -3.89
H -1.10 0.63 -4.25
H -1.21 -0.95 -5.22
C -3.80 5.10 2.41
C -3.62 5.73 1.04
O -4.55 6.49 0.67
O -2.56 5.42 0.44
H -4.73 5.41 2.88
H -3.81 4.01 2.32
H -2.97 5.39 3.07
```

=====

> Among the records above, which one has the highest net charge?

C34H52AsBrN5O2PS2Si2W